Below is 3 unconnected molecules or ions with the total composition C3H14NO3, with properties calculated with the ωB97M-V functional and the def2-TZVPD basis.

**Relative energy (zero: lowest compared OMol25 entry of this formula, charge and spin)**: 49.3 kcal/mol
**HOMO-LUMO gap**: 11.279 eV
**Net charge**: +1
**Lowest unoccupied orbital energy**: -0.102 hartree

XYZ file:
```
21
Properties=species:S:1:pos:R:3:nbo_charge:R:1
O 1.12815 1.96543 -0.74758 -0.73
C 1.22415 0.78390 -1.43628 -0.09
C -0.15766 0.25764 -1.40242 -0.26
N -0.37535 -0.40739 -0.02532 -0.57
C -1.83423 -0.98066 -0.10186 -0.39
H 2.00169 2.43858 -0.71011 0.50
H 1.46650 1.03523 -2.57468 0.19
H 2.23187 0.15742 -1.08479 0.19
H -0.21703 -0.50265 -2.19247 0.22
H -0.97238 1.01894 -1.62170 0.25
H -0.29062 0.49710 0.72058 0.50
H 0.43281 -1.05022 0.03417 0.47
H -2.55128 -0.16756 0.00469 0.24
H -1.78950 -1.71788 0.76994 0.24
H -1.89317 -1.37737 -1.12320 0.22
H 3.00886 -1.08561 0.68326 0.49
H 2.41012 -1.64200 1.87562 0.50
O 2.10379 -1.28532 1.01593 -0.97
H -2.07882 1.45672 2.54923 0.49
H -2.17105 -0.00965 2.90251 0.48
O -1.67686 0.61535 2.46447 -0.96
```


Below is a molecular structure, C12H30Ag2FO6, with properties calculated with the ωB97M-V functional and the def2-TZVPD basis.

**HOMO-LUMO gap**: 6.093 eV
**Net charge**: +1
**Lowest unoccupied orbital energy**: -0.191 hartree

XYZ file:
```
51
Properties=species:S:1:pos:R:3:nbo_charge:R:1
Ag -1.96430 0.19694 1.26662 0.90
Ag -3.49655 -2.91128 -0.63203 0.96
F -1.52888 -1.59965 -0.36054 -0.93
C 1.31667 -2.55785 -2.04310 -0.25
O 2.16428 -3.20901 -3.00233 -0.54
C 2.03647 -2.78638 -4.35059 -0.08
C 2.83431 -1.48892 -4.74919 -0.09
O 4.25567 -1.71587 -4.92809 -0.54
C 4.97742 -0.48380 -5.01289 -0.25
H 0.25790 -2.58995 -2.30007 0.16
H 1.48910 -1.48172 -2.02455 0.16
H 1.40418 -3.04279 -1.07084 0.20
H 0.98256 -2.70045 -4.61515 0.16
H 2.34674 -3.67942 -4.89309 0.21
H 2.67801 -0.72545 -3.98710 0.16
H 2.44114 -1.13170 -5.70098 0.17
H 5.99837 -0.62228 -5.36868 0.20
H 5.02770 0.06403 -4.07191 0.17
H 4.47758 0.10572 -5.78147 0.16
C -2.13038 -2.54579 3.09306 -0.25
O -1.77116 -1.22232 3.31037 -0.56
C -2.59306 -0.55722 4.19585 -0.09
C -2.11699 0.90690 4.56493 -0.08
O -1.99162 1.73849 3.31059 -0.60
C -1.60288 3.03540 3.50877 -0.25
H -1.97791 -3.19760 3.95329 0.19
H -1.47306 -2.90892 2.30301 0.22
H -3.16972 -2.60939 2.77086 0.15
H -2.64929 -1.09271 5.14357 0.19
H -3.58252 -0.48799 3.74388 0.17
H -1.14317 0.93896 5.05352 0.19
H -2.84455 1.51846 5.09856 0.21
H -1.59211 3.64718 2.60671 0.20
H -0.61638 3.08840 3.96930 0.17
H -2.40864 3.51470 4.06477 0.18
C -2.37774 1.58701 -1.54450 -0.26
O -1.57142 2.01293 -0.45138 -0.58
C -0.20974 2.23737 -0.80223 -0.09
C 0.57943 2.37825 0.51398 -0.08
O 0.21472 1.28693 1.35740 -0.58
C 1.05053 1.21130 2.48312 -0.25
H -2.40545 2.27136 -2.39244 0.19
H -3.38983 1.34427 -1.22071 0.19
H -1.84840 0.66498 -1.78481 0.19
H -0.09182 3.01957 -1.55213 0.20
H 0.24606 1.37001 -1.27977 0.18
H 0.40991 3.36200 0.95170 0.18
H 1.65372 2.40360 0.33140 0.19
H 2.00141 0.75307 2.21117 0.19
H 0.56677 0.50248 3.15518 0.19
H 1.13692 2.18815 2.95893 0.18
```


Below is 2 unconnected molecules or ions with the total composition C5H5N, with properties calculated with the ωB97M-V functional and the def2-TZVPD basis.

**Relative energy (zero: lowest compared OMol25 entry of this formula, charge and spin)**: 206.1 kcal/mol
**HOMO-LUMO gap (alpha / beta)**: 7.119 / 7.120 eV
**Net charge**: 0
**Lowest unoccupied orbital energy (alpha / beta)**: -0.072 / -0.072 hartree

XYZ file:
```
11
Properties=species:S:1:pos:R:3:nbo_charge:R:1
C 0.95619 -2.26107 0.38717 -0.42
C 1.47823 -2.34112 1.51658 0.04
C 0.31888 -1.41983 -0.60819 0.21
C -0.72050 1.28247 0.51845 -0.72
C -0.07166 1.00549 -0.77291 -0.03
N 0.35499 -2.54845 -1.07986 -0.26
H -0.17629 0.82529 1.34484 0.27
H -1.75770 0.95431 0.53680 0.24
H -0.70013 2.36606 0.69846 0.26
H 0.98009 1.20626 -0.87318 0.21
H -0.66210 0.93058 -1.66816 0.21
```


Below is a molecular structure, C2H5IN4, with properties calculated with the ωB97M-V functional and the def2-TZVPD basis.

**Relative energy (zero: lowest compared OMol25 entry of this formula, charge and spin)**: 73.4 kcal/mol
**HOMO-LUMO gap**: 8.573 eV
**Net charge**: 0
**Lowest unoccupied orbital energy**: 0.022 hartree

XYZ file:
```
12
Properties=species:S:1:pos:R:3:nbo_charge:R:1
C 2.07548 -2.48016 -0.26536 -0.20
C -1.69021 2.32249 -0.17299 -0.06
N 1.42478 -1.61812 0.32423 -0.13
N 1.02529 -0.46302 0.33869 0.10
N 0.04101 0.24677 0.38661 -0.47
N -2.63702 1.61427 0.29360 -0.64
I -2.96894 -0.25935 0.10095 0.38
H 2.12790 -2.64228 -1.32791 0.17
H 2.70396 -3.16172 0.33396 0.18
H -1.59208 3.38321 -0.11682 0.17
H -0.77346 1.90182 -0.63957 0.14
H 0.26329 1.15610 0.74461 0.34
```


Below is a single C2H5BCl2S molecule, with properties calculated with the ωB97M-V functional and the def2-TZVPD basis.

**Relative energy (zero: lowest compared OMol25 entry of this formula, charge and spin)**: 13.6 kcal/mol
**HOMO-LUMO gap**: 9.450 eV
**Net charge**: 0
**SMILES**: C[C@@H](S)B(Cl)Cl
**Lowest unoccupied orbital energy**: 0.008 hartree

XYZ file:
```
11
Properties=species:S:1:pos:R:3:nbo_charge:R:1
B -0.25702 -0.26107 1.55820 0.53
C 0.66668 0.80195 -0.68939 -0.61
C -0.56913 -0.02411 -0.10340 -0.60
S -1.14345 -1.18908 -1.56467 -0.04
Cl 0.28265 -1.94281 2.05246 -0.18
Cl -0.27093 0.93762 2.75827 -0.09
H 0.44390 1.59074 -1.50848 0.23
H 1.28889 0.03392 -0.99072 0.21
H 1.07944 1.37898 0.13890 0.21
H -1.52961 0.51396 -0.01689 0.23
H 0.00857 -1.84011 -1.63428 0.12
```


Below is a gas-phase ion, C6H9N4O2S2 (charge -1), with properties calculated with the ωB97M-V functional and the def2-TZVPD basis.

**Relative energy (zero: lowest compared OMol25 entry of this formula, charge and spin)**: 0.0 kcal/mol
**HOMO-LUMO gap**: 8.299 eV
**Net charge**: -1
**SMILES**: C[C@@H](SCC(=O)[O-])c1nnnn1CS
**Lowest unoccupied orbital energy**: 0.118 hartree

XYZ file:
```
23
Properties=species:S:1:pos:R:3:nbo_charge:R:1
C -1.71212 -0.80061 1.77858 0.78
C 0.86252 0.40713 -1.36411 0.32
C -1.31058 -0.97877 -1.84097 -0.62
C -0.73499 -2.00674 1.51123 -0.68
C 1.41407 2.16272 0.60093 -0.35
C -0.27757 -0.34614 -0.88849 -0.37
N 1.43868 0.32848 -2.48350 -0.31
N 1.50869 1.47573 -0.66920 -0.19
N 2.43171 1.21327 -2.54753 -0.11
N 2.41124 1.92590 -1.48965 -0.06
O -1.19940 0.23432 2.32375 -0.76
O -2.90867 -0.91243 1.50500 -0.69
S 1.57980 1.09979 2.08964 -0.29
S 0.41099 -1.77443 0.14622 0.18
H -1.96453 -1.47120 -1.09255 0.24
H -0.79213 -1.74068 -2.47460 0.22
H -1.86726 -0.23514 -2.54888 0.21
H -1.29422 -2.97168 1.37673 0.22
H -0.22390 -2.06096 2.47792 0.23
H 0.52314 2.70445 0.80798 0.22
H 2.27233 2.91390 0.59195 0.24
H -0.69960 0.23841 -0.02216 0.26
H 0.13180 0.59467 2.21170 0.30
```


Below is a molecular structure, C32H38Br4N2O5Rb, with properties calculated with the ωB97M-V functional and the def2-TZVPD basis.

**Relative energy (zero: lowest compared OMol25 entry of this formula, charge and spin)**: 0.0 kcal/mol
**HOMO-LUMO gap**: 4.498 eV
**Net charge**: -1
**Lowest unoccupied orbital energy**: 0.061 hartree

XYZ file:
```
82
Properties=species:S:1:pos:R:3:lowdin_charge:R:1
Rb -0.95887 0.24870 -0.23297 0.90
C -2.61276 -2.60640 -1.30355 -0.08
O -3.11298 -1.93349 -0.15242 -0.25
C -3.47522 -2.72406 0.97141 -0.20
C -2.41548 -2.85951 2.06898 -0.18
O -1.95160 -1.63940 2.60018 -0.16
C -2.88940 -0.88565 3.36450 -0.17
C -3.28343 0.38378 2.63654 -0.22
O -2.17844 1.25065 2.57157 -0.21
C -2.44352 2.47577 1.90440 -0.10
H -3.35881 -3.28912 -1.72524 0.09
H -1.67981 -3.13323 -1.04699 0.09
H -2.36437 -1.81345 -2.01622 0.07
H -3.72360 -3.76324 0.65981 0.13
H -4.39872 -2.28488 1.31635 0.11
H -1.51502 -3.31025 1.64904 0.13
H -2.79650 -3.49642 2.88697 0.13
H -2.43819 -0.67204 4.33905 0.13
H -3.80072 -1.48510 3.60486 0.13
H -4.14379 0.83649 3.15990 0.13
H -3.67498 0.12298 1.63115 0.13
H -3.15576 3.10573 2.43673 0.09
H -2.89366 2.32135 0.89502 0.09
H -1.50595 3.03662 1.74998 0.09
C 1.52893 3.59421 -0.28998 -0.02
C 1.31107 3.36269 1.19331 -0.20
C 0.95578 4.38694 2.06685 -0.06
C 0.71272 4.16947 3.41607 -0.08
C 0.80543 2.85837 3.90900 -0.05
C 1.18442 1.81514 3.06861 -0.23
C 1.17473 0.41738 3.59334 -0.02
C 1.49708 2.10491 1.75275 -0.23
N 1.73574 1.00455 0.90203 0.12
C 2.83125 0.39578 0.88482 -0.26
C 4.04032 0.71143 1.77670 0.00
C 2.91285 -0.79977 -0.01130 -0.26
C 4.17826 -1.04936 -0.76727 -0.01
N 1.81993 -1.47636 -0.12593 0.14
C 1.70452 -2.54176 -1.06403 -0.21
C 1.71767 -3.83025 -0.52100 -0.22
C 2.03311 -4.00078 0.95356 -0.04
C 1.42081 -4.88661 -1.36004 -0.07
C 1.18865 -4.62496 -2.68527 -0.10
C 1.21840 -3.35535 -3.20247 -0.05
C 1.46993 -2.25237 -2.41094 -0.22
C 1.34139 -0.89310 -2.98993 -0.01
H 1.37027 4.65298 -0.51209 0.07
H 0.84459 2.96909 -0.84958 0.05
H 2.57943 3.33404 -0.50163 0.08
H 0.77146 5.37125 1.65850 0.11
H 0.44489 4.98759 4.06994 0.09
H 0.55474 2.63129 4.92857 0.10
H 0.79310 0.37721 4.60824 0.08
H 2.20962 0.02690 3.64205 0.08
H 0.59157 -0.20300 2.93172 0.07
H 3.80771 1.54495 2.44359 0.08
H 4.92819 0.99813 1.22386 0.07
H 4.33680 -0.19577 2.32027 0.09
H 4.50150 -0.21365 -1.40672 0.10
H 4.11385 -1.89741 -1.41519 0.07
H 5.06906 -1.21895 -0.13012 0.09
H 1.52476 -3.24132 1.58034 0.08
H 3.11267 -3.81257 1.12409 0.08
H 1.79428 -4.99177 1.33699 0.07
H 1.40560 -5.88758 -0.96168 0.10
H 0.97142 -5.45834 -3.35323 0.10
H 0.99667 -3.14716 -4.25691 0.13
H 1.74034 -0.87865 -3.98410 0.08
H 1.84268 -0.14442 -2.39125 0.07
H 0.23206 -0.63226 -3.10185 0.09
Br -2.56874 2.92383 -7.36866 0.65
C -2.21853 2.74693 -5.54279 -0.81
C -2.05055 3.89208 -4.79150 -0.81
Br -2.12286 5.58690 -5.57199 0.65
C -1.72880 3.74952 -3.42351 -0.65
Br -1.52453 5.30628 -2.34564 0.67
C -1.49655 2.53905 -2.84234 -0.47
O -1.15662 2.41219 -1.59286 -0.36
C -1.74160 1.32122 -3.62572 -0.46
O -1.59948 0.20440 -2.98095 -0.27
C -2.06606 1.46571 -4.96202 -0.65
Br -2.27434 -0.11469 -6.01376 0.65
```


Below is a single C3H3N3O2 molecule, with properties calculated with the ωB97M-V functional and the def2-TZVPD basis.

**Relative energy (zero: lowest compared OMol25 entry of this formula, charge and spin)**: 80.3 kcal/mol
**HOMO-LUMO gap**: 9.954 eV
**Net charge**: 0
**SMILES**: [H]/N=c1/nc(O)nco1
**Lowest unoccupied orbital energy**: 0.005 hartree

XYZ file:
```
11
Properties=species:S:1:pos:R:3:nbo_charge:R:1
C -1.20772 0.16588 0.21313 0.72
C 0.24611 -0.43648 -1.41762 0.43
C 1.01299 0.27570 0.57537 0.65
H -2.53772 0.56164 1.42551 0.50
H 0.28917 -1.08589 -2.38216 0.19
H 2.75508 -0.09485 0.83901 0.38
N -0.95756 0.00851 -1.17521 -0.55
N 1.98940 0.56041 1.08213 -0.62
N -0.28379 0.51295 0.93085 -0.58
O -2.51785 0.24162 0.45411 -0.61
O 1.21188 -0.70949 -0.54512 -0.51
```


Below is a gas-phase ion, C5H10N3O (charge +1), with properties calculated with the ωB97M-V functional and the def2-TZVPD basis.

**Relative energy (zero: lowest compared OMol25 entry of this formula, charge and spin)**: 100.7 kcal/mol
**HOMO-LUMO gap (alpha / beta)**: 6.644 / 6.647 eV
**Net charge**: +1
**Lowest unoccupied orbital energy (alpha / beta)**: -0.162 / -0.162 hartree

XYZ file:
```
19
Properties=species:S:1:pos:R:3:nbo_charge:R:1
C 0.12447 1.58223 1.41153 0.26
C -0.26169 0.55401 -0.83342 0.15
C -0.87341 1.32696 0.32088 -0.53
C 1.91056 -0.06146 1.23872 0.06
C -0.08911 -0.85250 -0.72839 0.11
N 1.13608 0.88327 1.60626 -0.30
N 0.23450 1.31078 -1.73910 -0.71
N -1.10866 -1.71682 0.02652 -0.71
O 0.35569 -1.60955 -1.78244 -0.71
H -0.04233 2.43393 2.05995 0.24
H -1.77155 0.87282 0.74609 0.23
H -1.15686 2.30280 -0.08414 0.30
H 1.96845 -0.95704 1.84006 0.23
H 2.68711 0.11918 0.51034 0.25
H 0.72682 0.86640 -2.50448 0.34
H -0.66469 -2.64196 0.09347 0.45
H -1.98836 -1.83475 -0.50111 0.42
H -1.31542 -1.35704 0.96122 0.43
H 0.12838 -1.22125 -2.64196 0.48
```


What is the net charge in the third record? 0


What is the net charge in the ninth record? +1